Record 1
Below is a molecular structure, C38H39FI2N3O2PSn at a distorted geometry, with properties calculated with ωB97M-V with the def2-TZVPD basis set.

Output
E_LUMO: -6.53 eV
orbital gap: 5.24 eV
energy above the lowest of the compared OMol25 structures with the same formula, charge and spin: 0.0 kJ/mol

Structure (ORCA input):
```
! RIJCOSX wB97M-V def2-TZVPD def2/J DEFGRID3
* xyz 2 1
Sn -0.7630 0.3417 -0.4407
C -1.6964 -2.3670 2.0060
C -2.9375 -1.5633 2.2782
C -4.0313 -2.2491 2.8335
C -5.2130 -1.5603 3.0552
C -5.2461 -0.1815 2.8926
C -4.1390 0.5584 2.5213
C -4.1572 2.0753 2.5738
C -2.9251 -0.1369 2.1790
N -1.7771 0.5664 1.8381
C -0.9739 1.1198 2.7802
C -1.2992 1.1667 4.2711
C 0.3179 1.5450 2.3879
C 1.3749 2.1298 3.3162
N 0.5014 1.6146 1.0697
C 1.7183 1.9724 0.4171
C 2.7733 1.0409 0.1785
C 2.9171 -0.2238 0.9407
C 3.7401 1.3758 -0.7812
C 3.6311 2.4837 -1.6131
C 2.6478 3.4385 -1.3447
C 1.7898 3.2644 -0.1840
C 0.9732 4.4197 0.2048
H -1.5601 -3.1108 2.8082
H -0.8292 -1.6944 1.8703
H -1.8558 -2.9233 1.0973
H -3.8679 -3.2663 3.0188
H -6.1131 -2.0323 3.4742
H -6.1244 0.3890 3.1802
H -4.1628 2.3954 3.6331
H -5.0662 2.5318 2.1753
H -3.3231 2.5647 2.0747
H -2.3441 0.8760 4.4165
H -1.0963 2.1699 4.6501
H -0.6831 0.4503 4.8088
H 0.9616 2.2934 4.3030
H 1.7730 3.0576 2.8564
H 2.2461 1.4596 3.3615
H 2.1078 -0.3403 1.6591
H 3.8834 -0.2660 1.4406
H 2.8828 -1.1756 0.3086
H 4.5372 0.6821 -0.9582
H 4.3072 2.6066 -2.4627
H 2.4372 4.2572 -2.0009
H 0.6272 4.2839 1.2405
H 0.1286 4.6136 -0.4594
H 1.5956 5.3308 0.2213
I 2.6622 0.8799 -4.6713
C 0.9726 2.0279 -4.1536
C 0.6129 3.1119 -4.9471
C -0.4662 3.9388 -4.6819
I -0.5884 5.6070 -5.9443
C -1.3398 3.6721 -3.5725
C -2.4911 4.3835 -3.2584
C -3.2783 3.8838 -2.2544
C -2.9367 2.8104 -1.4946
N -1.8166 2.0837 -1.7451
C -1.0377 2.5040 -2.7885
C 0.1353 1.7025 -3.0793
O 0.4106 0.7055 -2.2821
H 1.1780 3.2937 -5.8986
H -2.7006 5.3185 -3.7747
H -4.3054 4.2786 -2.0975
H -3.5060 2.5428 -0.5707
F 0.6969 -2.5132 -1.3562
C 2.8410 -2.9546 -2.8797
P 1.5764 -3.7635 -1.9420
C 0.3970 -4.6751 -2.9172
C 2.2906 -4.6244 -0.5407
C 1.8359 -5.9388 -0.2049
C 2.2784 -6.5674 0.9428
C 3.1250 -5.9205 1.8712
C 3.6193 -4.7208 1.4546
C 3.2995 -4.0459 0.2678
H 3.8197 -3.4060 -2.6442
H 2.8980 -1.8880 -2.6842
H 2.5861 -3.1373 -3.9223
H 0.8244 -5.5979 -3.3686
H 0.0598 -4.0178 -3.7426
H -0.4730 -4.9433 -2.2695
H 1.0362 -6.4380 -0.7865
H 1.8940 -7.5773 1.1338
H 3.3549 -6.4076 2.7817
H 4.2757 -4.2287 2.1373
H 3.8830 -3.1930 -0.0445
O -2.7602 -0.9706 -2.6561
C -2.5516 -1.1991 -1.5130
*
```

Here are the Löwdin charges for atoms 1 to 8, given in e: number 1, Sn, carries 1.393; number 2, C, carries -0.054; number 3, C, carries -0.203; number 4, C, carries -0.027; number 5, C, carries -0.049; number 6, C, carries -0.046; number 7, C, carries -0.207; number 8, C, carries -0.043

=====

Record 2
Below is a molecular structure, C38H40AlBr2N3OPSi, with properties calculated with ωB97M-V with the def2-TZVPD basis set.

Output
E_LUMO: -3.60 eV
orbital gap: 5.76 eV
energy above the lowest of the compared OMol25 structures with the same formula, charge and spin: 10.5 kJ/mol

Structure (ORCA input):
```
! RIJCOSX wB97M-V def2-TZVPD def2/J DEFGRID3
* xyz 1 1
Al 1.1471 -0.1761 -0.4907
Br 7.6009 -1.4787 -1.4562
C 5.7909 -1.0564 -1.1776
C 4.9772 -0.7431 -2.2592
C 3.6573 -0.4368 -2.0011
N 3.1557 -0.4226 -0.7691
C 3.9339 -0.7282 0.2681
C 5.2704 -1.0606 0.1068
C 3.2430 -0.5997 1.5594
C 3.8444 -0.8359 2.7850
C 3.1356 -0.5659 3.9422
Br 3.9002 -0.9043 5.6261
C 1.8691 -0.0076 3.8495
C 1.3424 0.1744 2.5893
N 1.9732 -0.1538 1.4648
H 5.3696 -0.7331 -3.2650
H 2.9589 -0.1895 -2.7924
H 5.9049 -1.3035 0.9460
H 4.8563 -1.2084 2.8451
H 1.3121 0.2670 4.7332
H 0.3801 0.6309 2.4735
C 3.1518 2.6683 0.2307
C 1.9986 2.7197 -0.7235
C 1.5411 3.8307 -1.3880
C 0.5022 3.4084 -2.2503
C 0.3544 2.0576 -2.0690
C -0.5628 1.1080 -2.7773
N 1.2732 1.6135 -1.1256
H 3.4456 3.6844 0.4863
H 4.0230 2.1790 -0.2180
H 2.9006 2.1419 1.1535
H 1.9249 4.8330 -1.2766
H -0.0636 4.0315 -2.9265
H -0.7499 1.4433 -3.7961
H -1.5311 1.0045 -2.2755
H -0.1150 0.1140 -2.8143
C 0.6406 -4.4660 -3.0227
Si 0.3135 -2.6060 -2.9408
C 1.2040 -1.7681 -4.3896
C -1.5443 -2.3203 -3.1652
C 0.9042 -2.0387 -1.2258
H 0.2827 -4.8854 -3.9659
H 0.1325 -4.9943 -2.2135
H 1.7067 -4.6889 -2.9454
H 0.6110 -1.9002 -5.2968
H 2.1859 -2.2072 -4.5796
H 1.3382 -0.6933 -4.2487
H -1.8111 -2.4146 -4.2199
H -1.8542 -1.3249 -2.8432
H -2.1305 -3.0593 -2.6138
H 1.8355 -2.6014 -1.0728
H 0.1865 -2.5184 -0.5426
O -0.6123 -0.0571 0.1269
P -1.8082 0.3641 0.9699
C -3.3732 0.2094 0.0956
C -4.4593 0.9452 0.5708
C -5.7105 0.7564 0.0086
C -5.8754 -0.1633 -1.0194
C -4.7967 -0.9013 -1.4827
C -3.5428 -0.7256 -0.9179
C -2.0077 -0.8006 2.3359
C -2.7527 -0.5078 3.4744
C -2.9639 -1.4955 4.4238
C -2.4497 -2.7707 4.2361
C -1.7340 -3.0704 3.0840
C -1.5115 -2.0874 2.1346
C -1.6758 2.0915 1.4603
C -1.3789 2.5422 2.7435
C -1.2793 3.9028 2.9849
C -1.4579 4.8078 1.9495
C -1.7589 4.3623 0.6701
C -1.8799 3.0061 0.4268
H -4.3237 1.6674 1.3662
H -6.5537 1.3292 0.3701
H -6.8546 -0.3044 -1.4573
H -4.9310 -1.6159 -2.2838
H -2.6933 -1.3026 -1.2617
H -3.1670 0.4834 3.6165
H -3.5415 -1.2712 5.3108
H -2.6067 -3.5317 4.9888
H -1.3506 -4.0694 2.9238
H -0.9398 -2.3031 1.2395
H -1.2372 1.8418 3.5590
H -1.0795 4.2605 3.9862
H -1.3662 5.8688 2.1403
H -1.9040 5.0700 -0.1337
H -2.1396 2.6503 -0.5615
*
```

Here are the Löwdin charges for atoms 1 to 8, given in e: number 1, Al, carries 0.124; number 2, Br, carries 0.832; number 3, C, carries -0.653; number 4, C, carries -0.050; number 5, C, carries -0.050; number 6, N, carries 0.062; number 7, C, carries -0.174; number 8, C, carries -0.023

=====

Record 3
Below is a molecular structure, C38H40Br2N4O3SSiY, with properties calculated with ωB97M-V with the def2-TZVPD basis set.

Output
E_LUMO: -2.50 eV
orbital gap: 7.66 eV
energy above the lowest of the compared OMol25 structures with the same formula, charge and spin: 10.4 kJ/mol

Structure (ORCA input):
```
! RIJCOSX wB97M-V def2-TZVPD def2/J DEFGRID3
* xyz 1 1
Y 0.6919 -0.5104 0.9443
N -2.4784 1.2384 2.0940
C -1.3325 1.8254 2.5907
C -1.5067 2.9972 3.3489
C -0.4114 3.6322 3.8709
C 0.8601 3.1037 3.6356
C 0.9407 1.9509 2.9006
N -0.1274 1.2958 2.3893
C -2.7017 0.2989 1.0879
C -3.9931 0.2463 0.5515
C -4.2769 -0.6956 -0.4069
C -3.2727 -1.5616 -0.8309
C -2.0298 -1.4248 -0.2692
N -1.7384 -0.5263 0.6985
H -3.3057 1.7699 2.3119
H -2.5015 3.3957 3.4966
H -0.5368 4.5388 4.4476
H 1.7548 3.5748 4.0132
H 1.9112 1.5049 2.7031
H -4.7470 0.9446 0.8901
H -5.2685 -0.7483 -0.8358
H -3.4393 -2.2999 -1.5990
H -1.2141 -2.0649 -0.5898
C -0.3915 -1.1290 4.5722
C -0.2783 -2.4489 3.8690
C -0.6577 -3.6319 4.5405
C -0.5687 -4.8333 3.9054
C -0.0840 -4.8898 2.5807
C 0.0656 -6.0824 1.8284
Br -0.4168 -7.7489 2.5804
C 0.5549 -6.0480 0.5563
C 0.9212 -4.8202 -0.0239
Br 1.6073 -4.8075 -1.7810
C 0.8014 -3.6225 0.6483
O 1.1334 -2.4654 0.1283
C 0.2806 -3.6674 1.9824
N 0.1677 -2.4638 2.6289
H -0.5007 -1.2697 5.6456
H -1.2654 -0.5811 4.2133
H 0.4917 -0.5168 4.3904
H -1.0161 -3.5720 5.5585
H -0.8595 -5.7455 4.4079
H 0.6648 -6.9608 -0.0112
C 2.3983 0.5235 -3.6093
C 1.6807 1.8201 -3.2163
C 2.6536 2.7045 -2.4276
C 1.2473 2.5547 -4.4883
Si 0.2033 1.4322 -2.1000
O 0.7490 0.6463 -0.7800
C -0.6123 3.0588 -1.6016
C -1.3076 3.8791 -2.4962
C -1.8400 5.0976 -2.1030
C -1.6845 5.5354 -0.7949
C -0.9853 4.7499 0.1088
C -0.4583 3.5308 -0.2966
C -1.0508 0.3390 -2.9883
C -2.3332 0.7529 -3.3517
C -3.2024 -0.0899 -4.0339
C -2.8102 -1.3789 -4.3620
C -1.5508 -1.8274 -3.9840
C -0.6914 -0.9775 -3.3040
H 3.3272 0.7568 -4.1398
H 1.7901 -0.0903 -4.2757
H 2.6575 -0.0764 -2.7320
H 3.5262 2.9426 -3.0442
H 3.0092 2.2013 -1.5235
H 2.1919 3.6486 -2.1289
H 2.1108 2.7222 -5.1398
H 0.8162 3.5322 -4.2631
H 0.5130 1.9801 -5.0593
H -1.4310 3.5697 -3.5279
H -2.3696 5.7123 -2.8194
H -2.0930 6.4896 -0.4880
H -0.8371 5.0972 1.1245
H 0.1180 2.9384 0.4046
H -2.6726 1.7493 -3.0979
H -4.1867 0.2644 -4.3155
H -3.4815 -2.0323 -4.9049
H -1.2369 -2.8358 -4.2245
H 0.2810 -1.3552 -3.0042
C 4.2591 -1.9090 0.0606
S 3.6984 -1.7913 1.7506
C 5.2225 -1.2485 2.5084
O 2.8262 -0.5239 1.7898
H 4.6601 -0.9442 -0.2478
H 3.4042 -2.2017 -0.5459
H 5.0242 -2.6852 0.0223
H 5.9593 -2.0452 2.4157
H 5.0208 -1.0571 3.5596
H 5.5599 -0.3405 2.0115
*
```

Here are the Löwdin charges for atoms 1 to 8, given in e: number 1, Y, carries 1.456; number 2, N, carries 0.145; number 3, C, carries -0.304; number 4, C, carries 0.002; number 5, C, carries -0.038; number 6, C, carries -0.039; number 7, C, carries -0.138; number 8, N, carries 0.016

=====

Record 4
Below is a molecular structure, C38H40IrN4OPS2, with properties calculated with ωB97M-V with the def2-TZVPD basis set.

Output
E_LUMO (spin up / spin down): -4.13 / -4.50 eV
orbital gap (spin up / spin down): 6.24 / 6.01 eV

Structure (ORCA input):
```
! RIJCOSX wB97M-V def2-TZVPD def2/J DEFGRID3
* xyz 1 2
Ir -0.6536 0.3306 -0.5142
C 2.1437 2.9384 0.7718
C 0.8873 2.8574 -0.0015
N -0.1440 2.0747 0.5383
N -1.1417 2.8607 0.9487
C -2.3033 2.2718 1.1127
S -2.5956 0.7214 0.5284
S -3.5891 3.1117 1.9698
C -4.4927 3.8180 0.5362
C -4.9430 2.7921 -0.4575
C -6.0199 1.9525 -0.1861
C -6.3956 0.9754 -1.0931
C -5.7008 0.8274 -2.2885
C -4.6327 1.6660 -2.5700
C -4.2569 2.6416 -1.6559
C 0.6443 3.5293 -1.1812
C 1.4326 4.6781 -1.5565
C 1.1140 5.4202 -2.6368
C 0.0075 5.0321 -3.4544
C -0.7254 3.9206 -3.1978
C -0.4154 3.0775 -2.0825
O -0.9827 1.9479 -1.9925
H 1.9688 3.5321 1.6749
H 2.9653 3.3639 0.2033
H 2.3923 1.9320 1.1209
H -3.8630 4.5764 0.0737
H -5.3350 4.3195 1.0140
H -6.5598 2.0590 0.7475
H -7.2370 0.3318 -0.8728
H -6.0045 0.0720 -3.0016
H -4.1016 1.5734 -3.5101
H -3.4224 3.2965 -1.8755
H 2.2342 4.9909 -0.9018
H 1.6697 6.3154 -2.8753
H -0.2416 5.6386 -4.3165
H -1.5343 3.6133 -3.8473
C 5.0398 -3.6281 -0.5490
C 3.7950 -4.0921 -0.1531
C 2.9085 -3.2474 0.5064
C 3.2589 -1.9282 0.7777
C 4.5207 -1.4740 0.3823
C 5.4058 -2.3148 -0.2727
P 2.1376 -0.7037 1.5577
C 2.7027 -0.7465 3.2907
C 3.5235 -1.7417 3.8174
C 3.9134 -1.6958 5.1479
C 3.4856 -0.6591 5.9653
C 2.6698 0.3384 5.4504
C 2.2891 0.2983 4.1177
C 0.5627 -1.6148 1.6199
C 0.4508 -2.6774 2.5249
C -0.6744 -3.4762 2.5775
C -1.7177 -3.1992 1.7115
C -1.6266 -2.1276 0.8404
C -0.5025 -1.2897 0.7556
H 5.7283 -4.2866 -1.0618
H 3.5110 -5.1180 -0.3512
H 1.9426 -3.6247 0.8207
H 4.8134 -0.4507 0.5962
H 6.3811 -1.9496 -0.5667
H 3.8635 -2.5540 3.1860
H 4.5515 -2.4730 5.5478
H 3.7922 -0.6263 7.0025
H 2.3366 1.1495 6.0843
H 1.6551 1.0813 3.7167
H 1.2742 -2.8802 3.1959
H -0.7403 -4.2913 3.2854
H -2.6211 -3.7961 1.7324
H -2.5092 -1.9257 0.2434
N 1.3866 0.2833 -1.4720
C 1.9908 -0.6448 -2.4729
C 0.9254 -1.3281 -3.3120
C 0.1670 -2.3759 -2.4810
C -1.3304 -2.1866 -2.4572
N -1.6967 -0.8283 -1.9503
H 1.3461 1.2035 -1.9016
H 2.0269 0.3630 -0.6829
H 2.5661 -1.3915 -1.9311
H 2.6889 -0.0781 -3.0915
H 1.3950 -1.7866 -4.1823
H 0.2477 -0.5638 -3.7088
H 0.5104 -2.3359 -1.4447
H 0.3847 -3.3839 -2.8372
H -1.7849 -2.9161 -1.7902
H -1.7773 -2.3088 -3.4464
H -2.6601 -0.8865 -1.6266
H -1.7351 -0.1628 -2.7228
*
```

Here are the Löwdin charges for atoms 1 to 8, given in e: number 1, Ir, carries 1.095; number 2, C, carries -0.005; number 3, C, carries -0.246; number 4, N, carries -0.142; number 5, N, carries -0.012; number 6, C, carries -1.017; number 7, S, carries 0.823; number 8, S, carries 0.912

=====

These records have calculated total energy values of -82629.4063, -210423.1522, -212003.2661, -81856.0599 eV, in the order they appear.